ORCA calculation (wB97M-V/def2-TZVPD) on a 2-piece molecular cluster, C2H6N3O overall.

The value obtained for the total energy is -8679.43593 eV. The frontier orbital gap is 0.351 Eh. As for the energy above the lowest of the compared OMol25 structures with the same formula, charge and spin: 364.84 kJ/mol.

The geometry in ORCA input format:
```
! RIJCOSX wB97M-V def2-TZVPD def2/J DEFGRID3
* xyz 1 1
C -2.349 0.347 0.801
C -0.282 -0.117 0.563
N -1.138 0.600 1.250
N -1.042 -0.778 -0.358
N 2.405 0.149 -0.475
O -2.306 -0.463 -0.204
H -3.159 0.749 1.243
H 0.773 0.202 0.611
H -0.865 -1.498 -1.131
H 2.105 -0.112 -1.402
H 3.297 -0.283 -0.472
H 2.562 1.203 -0.427
*
```